# 1
{
  "formula": "CH15NO6",
  "method": "ωB97M-V/def2-TZVPD",
  "charge": 0,
  "relative_energy_kcal_mol": 45.94,
  "homo_ev": -9.93,
  "smiles": "C=N.O.O.O.O.O.O",
  "elements": ["O", "H", "O", "C", "H", "H", "O", "O", "H", "H", "H", "H", "O", "H", "H", "H", "O", "N", "H", "H", "H", "H", "H"],
  "xyz": [[2.1823, -0.9958, 2.0932], [1.9015, -1.9210, 2.0284], [-0.2365, -2.5292, 0.7677], [-0.0754, 1.1376, 2.7802], [-0.2589, -1.5659, 0.7194], [3.2186, 1.3242, -0.6806], [0.4923, -0.0831, -2.7683], [2.4655, 0.7370, -0.6819], [-1.0399, -2.9934, 1.0022], [1.7951, 0.9573, -0.0349], [1.9817, -0.7530, 1.1711], [-0.6545, 2.0610, 3.0506], [-2.2855, -0.6112, -3.0425], [1.1391, 0.2448, -3.4060], [0.9900, -0.5981, -2.1266], [-2.7971, 0.9234, -0.6220], [-2.3464, 1.6683, -0.2034], [-0.1265, 0.5786, 1.6439], [-2.3459, 2.3364, -0.8966], [-1.3820, -0.2582, -2.9737], [-2.3007, -1.3970, -2.4834], [-1.0174, 0.8044, 1.1530], [0.7006, 0.9332, 3.5104]],
  "forces_ev_per_a": [[0.00, -0.66, -0.90], [0.05, 0.02, 0.55], [1.20, -0.58, -0.46], [0.18, 1.64, -0.32], [-0.81, -0.10, 0.54], [-0.12, 0.34, 0.52], [-0.10, 0.03, -0.32], [-0.13, -1.01, -0.72], [-0.32, 0.79, 0.06], [0.10, 0.65, 0.32], [0.31, 0.43, 0.57], [-0.32, -1.10, -0.16], [-0.21, 0.15, 0.27], [-0.11, -0.09, 0.27], [0.19, 0.16, 0.04], [0.06, 0.01, -0.04], [-0.24, -0.15, -0.14], [-1.41, -0.66, 0.17], [0.12, 0.05, 0.06], [0.01, -0.30, 0.00], [0.14, 0.12, -0.17], [1.02, 0.71, 0.12], [0.36, -0.42, -0.27]]
}

***

# 2
{
  "formula": "CH16Na5O11",
  "method": "ωB97M-V/def2-TZVPD",
  "charge": 3,
  "relative_energy_kcal_mol": 574.89,
  "homo_ev": -18.98,
  "elements": ["H", "H", "H", "H", "H", "Na", "H", "H", "O", "O", "O", "Na", "O", "H", "O", "Na", "H", "H", "H", "O", "H", "O", "Na", "C", "Na", "O", "H", "H", "H", "O", "H", "O", "O"],
  "xyz": [[0.5877, 1.0288, 0.1130], [-0.8622, 1.3836, 2.1985], [-1.5715, 1.1759, -1.2239], [0.1491, -2.2106, -1.7067], [-1.2874, 0.6823, 0.2372], [2.1197, -0.3793, 2.2585], [-2.7887, -0.9599, -0.1858], [1.1875, -0.3000, -2.3118], [1.3495, 0.0741, 0.1624], [-1.5704, 0.5919, -1.9823], [0.7265, 0.4078, -1.8617], [2.2349, -1.5737, -0.2815], [2.7140, 1.4704, 0.3416], [-0.7980, -1.0330, -1.6161], [0.4282, 1.9608, -0.0360], [-0.7719, -2.9186, 0.1110], [0.5026, 1.2859, 1.5507], [-1.3423, -1.0025, 0.2592], [0.8841, 0.2437, -0.9319], [-0.3775, -1.6195, -2.2448], [2.2056, 0.7146, 0.0475], [-2.1357, -1.5359, 0.2119], [1.0375, -3.0370, 2.0379], [0.3321, -0.5527, 0.5043], [-0.7691, -1.2444, 2.6665], [-0.7288, -0.0737, 0.1785], [-2.1355, 1.5591, 1.1338], [-0.6441, 0.4732, -2.1924], [2.4274, 2.1873, -0.2241], [0.0717, 1.3392, 2.4037], [0.3700, 2.0452, -0.9877], [-1.9588, 1.3641, 0.2135], [0.4139, -1.5469, 1.1570]],
  "forces_ev_per_a": [[-1.11, 5.50, -1.05], [-0.30, 0.88, -0.04], [-0.81, 1.05, -0.86], [0.55, -0.92, -0.55], [-4.78, 7.50, 0.51], [1.53, 2.51, 1.34], [-0.80, 0.30, -0.29], [0.01, 0.29, -1.19], [-1.29, -11.82, 5.87], [-1.90, -0.96, -0.79], [3.04, 0.48, -3.14], [3.10, -2.08, -2.59], [4.81, 1.88, 1.18], [-1.50, 1.08, -0.49], [-1.29, 3.94, -0.09], [-1.63, -3.03, -1.97], [-0.03, 2.25, 0.07], [-2.71, -0.58, -0.27], [-0.10, 0.90, -4.07], [0.30, -2.57, -0.04], [5.23, 4.57, -0.80], [-4.50, -4.72, 1.18], [1.78, -4.53, 2.56], [-1.65, 5.31, -2.82], [-3.47, 1.64, 2.72], [12.51, -9.13, -0.65], [-1.12, 1.09, -0.17], [-0.31, 0.85, -1.04], [0.36, 0.82, 0.23], [0.72, -2.47, 1.68], [-0.32, 0.84, -0.23], [-6.81, 5.75, 2.47], [2.50, -6.61, 3.33]]
}

***

# 3
{
  "formula": "CH16O6",
  "method": "ωB97M-V/def2-TZVPD",
  "charge": 0,
  "relative_energy_kcal_mol": 20.82,
  "homo_ev": -10.67,
  "smiles": "C.O.O.O.O.O.O",
  "elements": ["H", "H", "H", "H", "H", "H", "C", "H", "H", "H", "H", "H", "H", "O", "H", "O", "H", "O", "H", "O", "H", "O", "O"],
  "xyz": [[-1.4679, -4.1271, 2.7421], [-3.3519, -0.0891, -0.5635], [2.7017, -0.4186, -2.3442], [1.3729, -0.2049, -3.5661], [2.8356, -0.2181, 2.6210], [1.4266, -1.6573, -2.5878], [1.6624, -0.5943, -2.5978], [-0.9713, 2.0793, -1.7074], [-1.4479, 0.9272, -2.4493], [1.9584, 2.6484, -1.8309], [-0.7925, 0.3303, 2.2066], [2.7020, 1.0979, 1.8836], [2.7539, 1.5172, -1.1761], [2.2576, 2.3179, -0.9798], [1.0390, -0.1156, -1.8427], [-0.6754, -0.2711, 1.4642], [-1.8969, -2.7729, 3.1507], [2.2609, 0.2493, 2.0035], [0.2750, -0.2436, 1.2768], [-2.1657, -3.7016, 3.2596], [-1.8414, 0.0661, 0.0646], [-2.4439, 0.1868, -0.6840], [-1.1570, 1.8395, -2.6219]],
  "forces_ev_per_a": [[-0.27, -0.30, 0.14], [0.22, -0.19, 0.63], [0.20, -0.09, -0.25], [0.24, 0.22, -0.14], [-0.16, -0.09, -0.06], [0.24, -0.05, 0.05], [-0.66, -0.18, 0.36], [0.01, 0.44, -0.03], [-0.20, 0.26, -0.33], [-0.07, -0.05, -0.11], [0.07, 0.03, -0.02], [-0.17, 0.07, -0.17], [-0.10, 0.03, -0.10], [0.11, 0.02, 0.28], [-0.01, 0.04, -0.04], [0.05, -0.05, -0.04], [-0.41, -0.24, 0.20], [0.21, 0.03, 0.12], [0.00, 0.06, 0.15], [0.70, 0.57, -0.38], [-0.59, -0.43, 0.44], [0.40, 0.46, -1.03], [0.21, -0.55, 0.32]]
}

***

# 4
{
  "formula": "CH16O6S",
  "method": "ωB97M-V/def2-TZVPD",
  "charge": 0,
  "relative_energy_kcal_mol": 39.50,
  "homo_ev": -8.97,
  "smiles": "CS.O.O.O.O.O.O",
  "elements": ["H", "H", "O", "H", "H", "H", "O", "H", "O", "S", "O", "H", "O", "H", "H", "H", "H", "O", "H", "H", "H", "C", "H", "H"],
  "xyz": [[0.1465, -0.0691, -1.0071], [0.1316, 2.2795, 2.7930], [-2.0805, -2.7673, 0.0968], [0.9140, -3.0929, 1.6364], [-0.5481, -0.6586, -2.1498], [-0.2165, -2.6530, 2.6707], [-1.6121, 1.2830, -1.7135], [0.3635, 3.6356, -1.2344], [0.0016, -2.8890, 1.7536], [0.9350, 0.1968, 1.9828], [0.7259, 2.7952, -1.3566], [-1.1170, 1.5907, 1.6053], [2.5566, -0.7874, -1.3599], [2.0612, -1.4901, -1.0292], [-1.3118, -2.8557, -0.5278], [-1.8039, -3.2130, 0.8928], [1.9257, -0.1578, -1.6794], [-0.0952, -0.9580, -1.3949], [2.0408, 0.8018, 2.4491], [-1.6564, 0.5203, -1.1387], [0.5951, 2.7491, -2.3481], [0.0448, 1.7891, 1.8377], [-2.5246, 1.4858, -1.8836], [0.5239, 2.4652, 1.1049]],
  "forces_ev_per_a": [[-0.10, -1.51, -0.01], [-0.34, 0.14, 0.39], [0.22, -0.02, -1.67], [0.99, -0.10, 0.46], [-1.03, 0.19, -1.95], [0.76, -0.11, -0.48], [0.13, 0.14, -0.22], [-0.92, 2.21, 0.98], [-1.43, 0.03, 0.36], [-0.11, 0.53, -0.12], [0.81, -1.65, -2.53], [2.84, 0.47, 0.39], [2.51, 1.38, -0.58], [-1.43, -1.65, 0.72], [-1.06, 0.31, 1.20], [0.42, -0.11, 0.17], [-0.30, 0.26, -0.24], [0.90, 1.18, 1.96], [0.03, -0.24, -0.09], [-0.16, -0.35, 0.43], [0.36, -0.51, 1.58], [-1.90, -0.13, -0.60], [-0.65, 0.23, -0.21], [-0.55, -0.68, 0.04]]
}

***

# 5
{
  "formula": "CH16O6S",
  "method": "ωB97M-V/def2-TZVPD",
  "charge": 0,
  "relative_energy_kcal_mol": 41.65,
  "homo_ev": -9.14,
  "smiles": "CS.O.O.O.O.O.O",
  "elements": ["S", "O", "H", "H", "O", "H", "H", "H", "H", "C", "O", "H", "O", "H", "O", "H", "O", "H", "H", "H", "H", "H", "H", "H"],
  "xyz": [[0.6165, 1.6096, 3.5372], [-2.8370, 0.7283, 2.4217], [-0.8190, -0.3811, 3.0231], [1.0366, 2.1585, 2.3401], [-1.3592, -0.5343, -1.0241], [1.6873, -1.1653, -3.4487], [0.5579, -0.3383, 1.9960], [-0.7028, -1.2156, -1.2066], [0.7926, 3.5828, -1.1234], [0.2313, -0.0780, 3.0422], [1.4548, -1.9640, -2.9565], [-0.0688, 0.0287, -3.4754], [-0.2570, -3.4026, -0.6461], [1.0543, 1.1096, -3.0454], [1.3210, 3.6777, -0.3374], [-1.0336, 0.3718, -1.0549], [0.1344, 0.7903, -2.9243], [1.9424, -1.8048, -2.1394], [-2.4610, 0.5801, 3.2712], [-0.2318, -3.3537, -1.5880], [-0.8363, -3.9523, -0.1617], [1.6780, 2.8058, -0.1158], [0.8236, -0.8259, 3.6094], [-2.7243, 1.5726, 2.0068]],
  "forces_ev_per_a": [[0.16, 0.44, -0.64], [-1.35, -1.45, -1.27], [0.23, 0.44, 0.35], [-0.45, -0.61, 0.80], [-1.07, -0.19, 0.38], [-0.14, -0.32, -0.21], [-0.26, 0.78, 0.81], [0.30, 0.65, 0.18], [-0.29, -0.24, -0.39], [0.95, -1.88, -1.55], [0.29, 0.42, 0.06], [0.29, 0.06, -0.01], [2.11, 1.89, 0.94], [-0.98, -0.63, -0.33], [0.50, -0.07, 0.65], [0.56, -0.66, -0.34], [0.80, 1.00, 0.24], [-0.12, -0.36, 0.22], [0.55, 0.93, 0.75], [-0.77, -0.88, -0.76], [-1.20, -0.97, -0.39], [-0.23, 0.27, -0.26], [-0.46, 0.69, 0.18], [0.57, 0.66, 0.57]]
}

***

# 6
{
  "formula": "CH16O6S",
  "method": "ωB97M-V/def2-TZVPD",
  "charge": 1,
  "spin_multiplicity": 2,
  "relative_energy_kcal_mol": 28.16,
  "homo_ev": [-12.82, -12.82],
  "elements": ["H", "H", "H", "O", "H", "H", "H", "H", "O", "H", "H", "O", "H", "H", "H", "C", "O", "O", "H", "H", "H", "O", "S", "H"],
  "xyz": [[0.1635, -0.9507, 0.1537], [0.5422, -2.2664, -6.5953], [0.0037, -1.3178, -1.9435], [0.2072, -0.3977, -2.1381], [-3.5276, 3.8513, 2.8018], [6.2780, 1.8190, 0.6986], [6.1995, 3.2742, 0.3938], [1.1048, -0.3909, -2.4843], [0.8271, -2.6488, -5.7653], [2.2088, -2.9456, -1.5347], [-4.1009, -2.9872, 1.1306], [5.7598, 2.6001, 0.9263], [-3.5266, 2.3025, 4.4248], [0.5864, -3.5717, -5.6870], [0.7816, -2.3611, 0.3551], [-2.6731, 4.3039, 3.2919], [2.4270, -2.3126, -0.8264], [-4.7820, -2.3278, 1.2910], [-4.6804, -1.6577, 0.6230], [-1.7841, 4.2499, 2.6559], [3.1976, -2.8502, -0.5750], [-0.0021, -1.8243, 0.5217], [-2.4444, 3.0847, 4.6235], [-2.7658, 5.3250, 3.6579]],
  "forces_ev_per_a": [[0.32, -0.12, -0.16], [-0.22, -0.44, -0.19], [0.04, -0.03, -0.06], [-0.10, 0.20, 0.11], [-0.17, 0.92, -0.55], [-0.18, -0.13, 0.20], [-0.20, 0.17, 0.14], [0.00, -0.10, 0.00], [0.48, 0.45, 0.75], [-0.83, 0.71, -0.27], [0.04, 0.08, -0.11], [0.37, -0.04, -0.33], [-0.07, 0.06, -0.14], [-0.25, -0.03, -0.53], [0.15, 0.43, -0.12], [-0.19, -1.51, 0.11], [0.74, -1.70, -0.68], [-0.17, -0.25, 0.57], [0.16, 0.19, -0.45], [0.08, -0.10, 0.08], [0.27, 0.83, 0.84], [-0.62, -0.19, 0.33], [0.62, 0.65, 0.18], [-0.25, -0.08, 0.29]]
}

***

# 7
{
  "formula": "CH17N4O3",
  "method": "ωB97M-V/def2-TZVPD",
  "charge": 3,
  "relative_energy_kcal_mol": 0.00,
  "homo_ev": -12.46,
  "elements": ["H", "H", "H", "N", "H", "H", "H", "O", "H", "H", "H", "H", "N", "H", "H", "H", "H", "H", "O", "O", "N", "H", "N", "C", "H"],
  "xyz": [[13.6491, 5.4338, -9.7338], [13.4651, 2.4582, -3.2219], [9.9085, 0.4374, -13.4592], [13.8588, 3.1189, -3.8767], [14.4757, 2.7268, -4.5737], [14.3975, 3.7703, -3.3240], [6.7514, 8.3195, -3.2411], [9.7018, 5.4601, -7.4188], [13.1438, 3.5825, -4.4188], [9.1412, -0.5688, -12.3020], [10.6063, -0.1974, -12.0273], [14.5962, 6.0143, -11.1228], [9.7917, 0.1807, -12.4894], [5.1872, 8.5054, -3.7114], [9.5839, 0.9775, -11.9046], [14.9210, 4.6541, -10.1190], [7.1097, 4.8426, -8.5957], [6.3274, 8.0518, -4.7551], [7.5207, 5.1734, -7.7937], [9.0197, 4.8091, -9.3465], [14.5256, 5.5785, -10.2144], [6.3316, 9.6479, -4.1283], [6.1491, 8.6666, -3.9738], [8.7772, 5.1895, -8.2069], [14.9869, 6.2282, -9.5937]],
  "forces_ev_per_a": [[-1.55, 0.58, -0.80], [-0.27, -0.75, 0.00], [0.09, -0.14, -0.47], [0.27, 0.37, -0.22], [0.44, -0.83, 0.04], [0.21, 0.69, 0.21], [0.26, 0.02, 0.66], [-0.10, 0.94, 1.88], [-0.73, 0.49, 0.16], [-1.10, -0.12, -0.54], [1.19, -0.11, -0.55], [-0.77, -0.31, -0.77], [0.35, -0.35, 1.50], [-0.61, 0.19, 0.31], [-0.73, 0.74, 0.01], [1.00, -0.24, -0.63], [-0.75, -0.05, -0.14], [0.25, 0.13, -1.00], [-1.87, 0.32, 0.73], [-0.73, -0.82, -2.98], [0.32, -0.04, 1.64], [0.07, 0.41, -0.44], [0.00, -0.78, 0.35], [3.96, -0.54, 0.59], [0.81, 0.22, 0.45]]
}

***

| no. | F_max (eV/A) | E_tot (eV) |
| --- | --- | --- |
| 1 | 1.7 | -15054.63212 |
| 2 | 15.5 | -45855.11379 |
| 3 | 1.2 | -13581.71263 |
| 4 | 3.1 | -24415.69258 |
| 5 | 3.0 | -24415.59956 |
| 6 | 2.0 | -24406.90937 |
| 7 | 4.0 | -13388.22866 |